Record 1
Density functional theory data (wB97M-V/def2-TZVPD) for one molecule with the formula C3H6S.

Values from the calculation:
* gap between HOMO and LUMO: 9.958 eV
* 2S+1: 1
* E_HOMO: -8.91 eV
* SMILES: SC1CC1

Each line ends with the Mulliken charge.
Positions of all 10 atoms, in Å:
S1 -1.958 0.077 -0.349  -0.232
C1 -0.376 -0.007 0.522  -0.217
C2 0.698 -0.621 -0.319  -0.483
C3 0.718 0.852 -0.097  -0.519
H1 -2.504 -0.861 0.340  0.095
H2 -0.529 -0.197 1.524  0.403
H3 0.311 -1.017 -1.247  0.257
H4 1.565 -1.127 0.053  0.253
H5 1.516 1.433 0.519  0.208
H6 0.558 1.469 -0.946  0.235

***

Record 2
Density functional theory data (wB97M-V/def2-TZVPD) for one molecule with the formula C2H3Br3Si.

Values from the calculation:
* gap between HOMO and LUMO (alpha / beta): 7.631 / 6.104 eV
* 2S+1: 1
* E_HOMO (alpha / beta): -9.34 / -8.52 eV

Each line ends with the Mulliken charge.
Positions of all 9 atoms, in Å:
C1 -1.646 -1.269 0.888  0.338
C2 -2.587 -1.954 0.370  -0.248
Si1 -0.247 -0.200 -0.038  0.398
Br1 -2.973 -1.150 -3.031  -0.444
Br2 -3.773 -2.449 -0.763  0.196
Br3 -1.185 -1.403 2.738  -0.089
H1 -0.240 0.353 -1.412  -0.073
H2 1.078 -0.964 0.484  -0.026
H3 -0.676 0.957 0.885  -0.051

***

Record 3
Density functional theory data (wB97M-V/def2-TZVPD) for C3H7F3N as an isolated structure.

Values from the calculation:
* gap between HOMO and LUMO: 12.643 eV
* net charge: +1
* 2S+1: 1
* E_HOMO: -17.68 eV

Each line ends with the Mulliken charge.
Positions of all 14 atoms, in Å:
C1 -0.799 -1.355 0.208  -1.256
C2 -0.710 1.190 -0.509  -1.058
C3 -0.389 0.082 0.475  0.590
N1 1.454 -0.039 0.123  0.476
F1 2.083 0.921 0.840  -0.096
F2 1.644 0.341 -1.121  -0.082
F3 2.182 -1.166 0.260  -0.110
H1 -0.577 -1.698 -0.805  0.377
H2 -0.408 -2.050 0.965  0.389
H3 -1.855 -1.350 0.412  0.402
H4 -0.998 1.034 -1.629  0.305
H5 0.260 1.883 -0.543  0.364
H6 -1.495 1.909 -0.157  0.363
H7 -0.391 0.297 1.480  0.335

***

Record 4
Density functional theory data (wB97M-V/def2-TZVPD) for one molecule with the formula C20H22N2O5S.

Values from the calculation:
* gap between HOMO and LUMO: 7.853 eV
* 2S+1: 1
* E_HOMO: -7.87 eV
* SMILES: Cc1cc(C(=O)CN2C(=O)c3ccccc3S2(=O)=O)c(C)n1C[C@H]1CCCO1

Each line ends with the Mulliken charge.
Positions of all 50 atoms, in Å:
C1 2.396 0.722 -1.024  -1.731
C2 1.752 -0.281 -0.135  0.534
C3 1.213 -1.491 -0.448  -0.580
C4 0.727 -2.071 0.761  0.621
C5 0.021 -3.318 0.928  0.710
O1 -0.135 -3.898 1.984  -0.673
C6 -0.549 -3.941 -0.358  -0.685
N1 -1.200 -2.983 -1.217  0.016
C7 -1.935 -1.923 -0.789  0.748
O2 -2.197 -1.657 0.360  -0.656
C8 -2.365 -1.126 -1.972  0.042
C9 -3.112 0.042 -1.914  -0.601
C10 -3.435 0.683 -3.100  -0.555
C11 -3.021 0.171 -4.321  -0.435
C12 -2.270 -0.998 -4.383  -0.653
C13 -1.956 -1.623 -3.198  0.329
S1 -1.041 -3.122 -2.906  1.022
O3 -1.743 -4.281 -3.356  -0.631
O4 0.341 -3.013 -3.259  -0.626
C14 1.001 -1.160 1.777  0.194
C15 0.690 -1.263 3.224  -1.854
N2 1.616 -0.086 1.222  0.459
C16 1.998 1.097 1.942  -1.599
C17 0.869 2.149 1.990  0.546
C18 1.068 3.153 3.141  -0.825
C19 0.737 4.497 2.495  -0.576
C20 1.184 4.245 1.058  -0.508
O5 0.819 2.907 0.786  -0.389
H1 1.900 1.688 -0.928  0.257
H2 2.320 0.383 -2.053  0.406
H3 3.452 0.846 -0.780  0.306
H4 1.197 -1.934 -1.423  0.780
H5 -1.246 -4.737 -0.072  0.302
H6 0.269 -4.376 -0.941  0.425
H7 -3.424 0.424 -0.955  0.522
H8 -4.016 1.592 -3.074  0.409
H9 -3.283 0.682 -5.235  0.402
H10 -1.942 -1.410 -5.324  0.469
H11 0.121 -0.401 3.571  0.320
H12 1.605 -1.335 3.814  0.337
H13 0.108 -2.165 3.387  0.419
H14 2.260 0.811 2.964  0.387
H15 2.873 1.543 1.463  0.273
H16 -0.092 1.625 2.071  0.371
H17 0.434 2.924 3.994  0.354
H18 2.110 3.143 3.467  0.398
H19 1.257 5.333 2.956  0.355
H20 -0.337 4.681 2.524  0.276
H21 0.689 4.879 0.321  0.315
H22 2.273 4.371 0.965  0.273

***

Record 5
Density functional theory data (wB97M-V/def2-TZVPD) for a 2-piece molecular cluster, CH5N2 overall.

Values from the calculation:
* gap between HOMO and LUMO (alpha / beta): 8.881 / 8.398 eV
* net charge: +1
* 2S+1: 1
* E_HOMO (alpha / beta): -14.80 / -15.37 eV

Each line ends with the Mulliken charge.
Positions of all 8 atoms, in Å:
C1 -0.190 -0.998 0.235  0.155
N1 -1.434 -0.782 0.249  -0.176
N2 1.259 1.598 -0.385  -0.431
H1 0.412 -1.817 -0.201  0.328
H2 -2.019 -1.686 0.054  0.341
H3 -1.951 -0.114 0.726  0.289
H4 0.633 2.354 -0.216  0.243
H5 2.250 1.856 -0.510  0.251

***

Record 6
Density functional theory data (wB97M-V/def2-TZVPD) for a 2-piece molecular cluster, C7H4ClNO3S overall.

Values from the calculation:
* gap between HOMO and LUMO (alpha / beta): 7.193 / 7.813 eV
* 2S+1: 1
* E_HOMO (alpha / beta): -9.77 / -9.66 eV

Each line ends with the Mulliken charge.
Positions of all 17 atoms, in Å:
C1 -2.417 0.703 0.137  -0.403
C2 -2.397 -0.699 -0.053  -0.465
C3 -1.201 1.430 0.099  -0.740
C4 -1.170 -1.341 -0.252  -0.480
C5 0.023 0.758 -0.192  0.333
C6 0.041 -0.628 -0.456  0.633
C7 1.278 1.487 -0.193  0.766
N1 2.218 -1.852 0.526  -0.167
O1 2.364 0.957 -0.158  -0.463
O2 4.572 -1.307 1.040  -0.501
O3 1.051 -1.284 -0.927  -0.522
S1 3.504 -1.287 0.005  0.726
Cl1 1.239 3.186 -0.002  -0.196
H1 -3.431 0.915 0.501  0.288
H2 -3.336 -1.215 0.243  0.322
H3 -1.152 2.507 0.175  0.369
H4 -1.186 -2.329 -0.493  0.501

***

Record 7
Density functional theory data (wB97M-V/def2-TZVPD) for C2H2Br6 as an isolated structure.

Values from the calculation:
* gap between HOMO and LUMO: 9.981 eV
* 2S+1: 1
* E_HOMO: -10.32 eV

Each line ends with the Mulliken charge.
Positions of all 10 atoms, in Å:
C1 -0.963 -1.125 -1.784  -0.135
Br1 -2.529 -0.022 -1.516  0.023
Br2 -0.120 -0.738 -3.534  -0.030
Br3 -1.400 -3.021 -1.735  -0.007
H1 -0.182 -0.979 -1.056  0.136
C2 0.926 1.266 1.857  -0.319
Br4 1.365 1.703 3.710  -0.036
Br5 -0.174 -0.287 1.736  0.013
Br6 2.666 1.092 0.897  -0.028
H2 0.411 2.111 1.426  0.383

***

Record 8
Density functional theory data (wB97M-V/def2-TZVPD) for C20H39BClFN2O10S2Si2 as an isolated structure.

Values from the calculation:
* gap between HOMO and LUMO: 7.438 eV
* 2S+1: 1
* E_HOMO: -8.65 eV

Each line ends with the Mulliken charge.
Positions of all 78 atoms, in Å:
C1 2.646 -3.140 0.586  -0.557
B1 3.117 -1.857 -0.299  0.769
O1 4.425 -1.903 -0.935  -0.579
Si1 1.973 -0.281 -0.576  -0.957
C2 2.611 0.596 -2.155  -0.545
C3 2.706 2.200 -2.044  0.537
C4 2.640 2.960 -3.456  -1.157
Cl1 4.332 2.681 -1.256  -0.233
O2 0.274 -0.637 -0.577  -0.090
Si2 -0.180 -1.744 -1.824  0.388
C5 -1.585 -2.906 -1.202  -0.740
C6 -2.785 -2.107 -0.443  -0.335
C7 -3.726 -1.344 -1.530  0.251
S1 -5.536 -1.408 -1.128  -0.060
C8 -6.066 0.068 -0.165  0.047
S2 -7.156 -0.180 1.110  -0.137
N1 -5.658 1.462 -0.416  0.274
C9 -6.677 2.502 -0.503  -0.114
C10 -5.907 3.845 -0.721  -0.419
N2 -4.467 3.518 -0.794  -0.474
C11 -4.360 2.085 -0.602  -0.185
C12 -0.675 -0.862 -3.489  -0.697
O3 -0.533 0.583 -3.449  -0.292
O4 -1.604 1.192 -2.876  -0.255
C13 2.281 0.845 0.991  0.914
C14 3.622 0.445 1.787  -1.061
F1 1.173 0.767 1.943  -0.360
H1 3.562 -3.607 1.088  0.278
H2 1.848 -2.793 1.337  -0.015
H3 2.246 -3.924 -0.161  0.235
H4 5.071 -1.323 -0.462  0.335
H5 2.018 0.242 -3.073  0.327
H6 3.694 0.217 -2.322  0.449
H7 1.898 2.589 -1.333  -0.010
H8 1.868 2.502 -4.165  0.277
H9 2.327 4.054 -3.250  0.297
H10 3.655 2.987 -3.997  0.315
H11 0.940 -2.642 -2.192  -0.250
H12 -1.075 -3.675 -0.503  0.274
H13 -1.961 -3.485 -2.129  0.387
H14 -3.370 -2.928 0.130  0.397
H15 -2.348 -1.402 0.345  0.223
H16 -3.364 -0.279 -1.723  -0.684
H17 -3.592 -1.936 -2.518  0.301
H18 -7.807 2.387 -0.413  0.319
H19 -6.305 4.906 -0.824  0.318
H20 -3.365 1.516 -0.584  0.370
H21 0.017 -1.227 -4.345  0.346
H22 -1.734 -1.229 -3.756  0.477
H23 -2.412 0.829 -3.336  0.300
H24 2.394 1.957 0.710  -0.031
H25 3.529 -0.553 2.365  0.256
H26 4.486 0.449 1.034  0.151
H27 3.902 1.228 2.593  0.376
C15 -0.279 -3.753 3.420  -0.447
O5 -0.489 -5.040 3.996  -0.317
C16 0.072 -6.052 3.308  0.749
O6 0.710 -5.952 2.286  -0.530
O7 -0.203 -7.197 3.956  -0.335
C17 0.334 -8.364 3.336  -0.609
H28 -0.774 -3.017 4.055  0.312
H29 0.787 -3.517 3.384  0.251
H30 -0.721 -3.701 2.423  0.139
H31 1.424 -8.312 3.296  0.288
H32 -0.084 -8.495 2.335  0.286
H33 0.051 -9.224 3.943  0.216
C18 -0.015 4.114 1.429  -0.138
O8 0.517 5.303 2.013  -0.327
C19 1.516 5.865 1.311  0.796
O9 1.972 5.453 0.272  -0.525
O10 1.919 6.966 1.969  -0.347
C20 2.984 7.669 1.333  -0.618
H34 -0.812 3.751 2.080  0.242
H35 -0.442 4.325 0.446  0.284
H36 0.753 3.341 1.361  -0.116
H37 2.678 8.022 0.345  0.284
H38 3.873 7.039 1.260  0.289
H39 3.226 8.536 1.949  0.218

***

F_max, record by record: 2.7, 2.6, 4.5, 0.9, 5.5, 2.9, 1.4, 5.8 eV/Å
Electronic energy, record by record: -14041.9741, -220122.7249, -12852.4629, -45149.9249, -4085.5775, -38308.9947, -422360.4482, -98164.6550 eV